A molecular structure, C27H23ClN7O5STc. Source: the OMol25 dataset; level of theory: ωB97M-V with the def2-TZVPD basis set.

Summary:
Strongest force on any atom (eV Å⁻¹): 0.52
Expectation value of S²: 3.77
HOMO energy (spin up / spin down) (eV): -10.74 / -11.04
2S+1: 4
Gap between HOMO and LUMO (spin up / spin down) (eV): 7.3 / 6.7
Charge: +1
LUMO (spin up / spin down) (eV): -3.5 / -4.4

CARTESIAN COORDINATES (ANGSTROEM)
1 C -0.4322 1.5324 2.1072
2 Tc -1.4822 -0.1003 -0.0430
3 H -3.9678 4.3397 2.9638
4 H -0.5144 -3.4325 -3.6617
5 C 5.3745 3.2803 -1.1089
6 C 1.0483 -2.8799 3.0254
7 C -0.8769 -4.0553 1.3855
8 O -1.5694 -1.9542 0.6296
9 C -0.0515 -4.8276 2.1632
10 H 3.8577 -0.8424 -2.6929
11 C -0.3683 0.4655 -2.6264
12 C -3.9115 1.4010 1.2855
13 N -2.9023 -4.2469 -4.1042
14 C 0.3492 -0.6661 2.3349
15 C -0.7831 1.8077 -2.0403
16 H 1.2377 1.3879 -0.1308
17 C 0.9191 -4.2383 2.9863
18 H 0.5234 0.5894 -3.2383
19 C -4.4352 2.5618 1.8800
20 H -2.2423 -4.7907 -4.6297
21 C -1.7882 1.9224 2.0390
22 H 1.5366 2.0620 2.7219
23 N -1.2435 -2.9431 -3.1689
24 C -1.2435 3.9490 3.2355
25 C -0.7485 -2.6577 1.3774
26 H 5.5466 0.9516 -2.5046
27 N -0.1768 -0.5230 -1.5427
28 H 0.8067 4.2154 3.7165
29 H -0.9400 -2.1936 -2.5528
30 N -0.2253 0.2246 1.5769
31 H -1.6343 -4.5060 0.7587
32 H -3.8857 -4.4198 -4.2192
33 C -2.5291 -3.2376 -3.3188
34 O 1.3985 -1.9732 -0.3088
35 H 5.8090 3.3076 -0.1078
36 C -2.2144 3.1218 2.6179
37 C 2.4601 0.1530 -1.4083
38 N -3.5142 -2.5722 -2.6967
39 C 3.1318 2.2851 -0.5550
40 N -3.0320 -0.5862 -1.3582
41 C -3.2373 -1.5517 -1.9899
42 N -2.6377 1.0843 1.3706
43 C -3.5930 3.4228 2.5260
44 C 0.0689 3.5727 3.2560
45 H -5.4917 2.7667 1.7898
46 C 0.2290 -2.0702 2.2116
47 C 0.4914 2.3451 2.6919
48 S 1.3167 -1.1849 -1.5056
49 O 1.5269 -1.8382 -2.7733
50 H -1.5550 4.8857 3.6793
51 O -1.2975 1.6942 -0.8070
52 C 2.1876 1.2785 -0.6406
53 H -4.5429 0.7321 0.7146
54 H 0.8983 -0.2917 3.1972
55 O -0.6915 2.8471 -2.6243
56 H -0.1468 -5.9054 2.1550
57 H 6.1849 3.1398 -1.8219
58 C 4.3559 2.1816 -1.2158
59 H -1.1736 0.1425 -3.2934
60 H 2.9070 3.1767 0.0188
61 H 1.7884 -2.4201 3.6680
62 H 4.9198 4.2535 -1.2959
63 C 4.6060 1.0425 -1.9755
64 Cl 1.9335 -5.2452 3.9596
65 C 3.6662 0.0297 -2.0821

Atomic forces in eV per Å
C -0.02 0.01 0.04
Tc 0.25 -0.34 0.31
H 0.00 -0.01 0.00
H 0.02 0.01 0.02
C 0.01 0.02 -0.01
C 0.01 -0.03 -0.01
C 0.01 -0.02 0.03
O 0.02 0.02 0.03
C -0.04 -0.01 -0.04
H -0.01 0.01 0.02
C 0.04 -0.12 -0.01
C -0.02 0.03 0.06
N -0.01 0.03 -0.01
C -0.10 -0.04 0.02
C -0.04 0.09 0.10
H 0.06 -0.01 -0.06
C 0.04 0.03 0.03
H 0.03 0.03 0.03
C 0.00 -0.02 -0.01
H 0.01 -0.01 0.01
C -0.02 0.02 0.01
H -0.01 -0.02 0.01
N -0.03 0.00 -0.05
C -0.01 0.01 0.01
C -0.06 0.01 -0.01
H -0.01 0.00 0.01
N -0.17 0.34 -0.11
H -0.01 0.00 -0.01
H 0.00 -0.02 0.01
N 0.05 0.03 -0.15
H 0.01 0.01 0.00
H -0.01 -0.01 -0.01
C 0.00 0.01 0.01
O -0.05 0.04 0.03
H -0.01 0.00 0.00
C 0.01 -0.01 0.00
C 0.03 0.00 -0.02
N -0.04 -0.03 0.04
C -0.02 -0.01 0.00
N 0.02 -0.04 0.05
C 0.00 0.05 -0.05
N -0.18 -0.06 -0.15
C 0.00 0.02 0.01
C 0.02 0.01 0.01
H 0.00 0.01 0.00
C 0.06 0.06 -0.02
C 0.00 0.02 -0.02
S 0.04 -0.18 -0.02
O 0.00 -0.01 0.01
H 0.00 -0.01 0.00
O 0.12 0.08 -0.11
C -0.03 0.03 0.04
H 0.01 0.00 0.00
H 0.00 0.01 0.01
O 0.01 -0.03 -0.01
H 0.00 0.01 0.00
H -0.01 0.00 0.01
C 0.01 -0.02 -0.02
H 0.01 0.01 0.00
H 0.01 0.00 0.00
H -0.01 -0.01 0.00
H 0.00 -0.01 0.00
C 0.01 0.03 0.01
Cl 0.00 -0.01 0.00
C -0.02 0.00 -0.04

Need the Löwdin charges? In units of e they are:
1 C -0.2171
2 Tc 1.7115
3 H 0.1321
4 H 0.1278
5 C -0.0388
6 C -0.0398
7 C 0.0148
8 O -0.2168
9 C -0.0579
10 H 0.1194
11 C -0.1635
12 C -0.0743
13 N 0.2009
14 C -0.0107
15 C -0.5827
16 H 0.0822
17 C -0.6563
18 H 0.1288
19 C -0.0122
20 H 0.1253
21 C -0.1658
22 H 0.1265
23 N 0.2292
24 C -0.0014
25 C -0.3302
26 H 0.1203
27 N -0.3646
28 H 0.1172
29 H 0.0569
30 N -0.0427
31 H 0.1254
32 H 0.1276
33 C -0.4530
34 O -0.2663
35 H 0.0891
36 C -0.1288
37 C -0.2826
38 N 0.1536
39 C -0.0195
40 N 0.0534
41 C -0.2840
42 N -0.0134
43 C 0.0347
44 C -0.0375
45 H 0.1188
46 C -0.1589
47 C 0.0087
48 S 0.6057
49 O -0.2919
50 H 0.1252
51 O -0.2151
52 C -0.0543
53 H 0.1191
54 H 0.1518
55 O 0.1311
56 H 0.1169
57 H 0.0799
58 C -0.2526
59 H 0.1193
60 H 0.1205
61 H 0.1239
62 H 0.0870
63 C -0.0155
64 Cl 0.6982
65 C -0.0344

A molecular structure, C43H38ClGaP2 in a non-equilibrium geometry. Source: the OMol25 dataset; level of theory: ωB97M-V with the def2-TZVPD basis set.

Summary:
Strongest force on any atom (eV Å⁻¹): 2.38
HOMO energy (eV): -13.29
2S+1: 1
Gap between HOMO and LUMO (eV): 6.0
Charge: +2
LUMO (eV): -7.2

CARTESIAN COORDINATES (ANGSTROEM)
1 C -3.8538 -0.8289 1.8557
2 H -0.7205 4.2858 2.0385
3 C 0.0263 -5.7466 1.6664
4 C -4.3277 3.1623 -2.5783
5 H 0.9826 5.2698 -2.5455
6 C 0.7395 6.0158 -0.5310
7 C -4.7124 -1.4892 4.0128
8 C -3.9877 2.9614 3.4426
9 C 0.5901 5.0597 -1.5445
10 H 4.2954 -1.3846 -1.3257
11 H 1.0336 -1.4719 -5.0991
12 C 3.2290 -3.5756 -3.5498
13 H 3.4152 -3.8244 -1.4070
14 C 1.5845 -1.9600 -4.2922
15 C -2.8234 2.0376 -1.0013
16 H -1.7651 0.9227 5.0539
17 C -2.6477 -1.4805 2.0943
18 C 0.0098 -4.1362 -0.1402
19 C 5.5276 -0.9938 0.3996
20 Ga -0.3243 -0.2491 0.3798
21 P 1.5409 -1.8351 -0.2201
22 H 2.8068 -3.1541 -5.6296
23 H -4.6524 4.0743 -3.0939
24 C -0.5918 3.5637 -0.0068
25 Cl -0.8699 -2.5900 3.8279
26 H -0.4173 -3.7627 -1.0821
27 H -0.6650 1.0387 2.8685
28 H -3.9414 -0.3532 0.8802
29 C 2.5671 -2.9110 -4.5906
30 H 6.5297 -0.6557 2.2804
31 H -0.2115 3.1302 -2.0994
32 H -2.1385 -2.1208 0.0600
33 H -3.0509 -0.1144 -0.9486
34 H 1.7073 1.0766 -0.4214
35 C 4.3924 -0.8964 2.5376
36 C -4.9728 1.9500 -2.8636
37 C -4.5200 0.7746 -2.2522
38 H 3.9659 -4.3487 -3.7699
39 H 0.3962 6.4607 1.5563
40 H -3.3115 -2.6990 5.1758
41 H -1.4463 -5.7075 0.0799
42 H -2.8162 4.1761 -1.4229
43 C -3.4346 0.8216 -1.3656
44 C 1.2866 -1.6367 -2.9631
45 C -1.6470 -1.7164 0.9681
46 C 1.1927 -5.1660 2.1647
47 C 5.5715 -0.8201 1.7877
48 H 2.7014 -3.6441 1.9079
49 H 1.3781 0.8505 -1.0460
50 H -3.8799 3.4969 1.3452
51 C -3.4082 2.2319 4.4876
52 H 2.2593 -1.2853 2.5042
53 H -3.8573 2.2395 5.4841
54 C -0.3677 4.5013 1.0257
55 H 0.4869 -0.9254 -2.7165
56 C -4.8624 -0.8211 2.8009
57 H -0.3687 -6.6543 2.1282
58 H -4.8700 3.5790 3.6456
59 H 4.4154 -0.7297 3.6165
60 H -0.9860 -2.5484 1.2757
61 C 3.1441 -1.4318 0.5222
62 C -0.0795 3.8544 -1.2906
63 C -3.4350 2.9186 2.1568
64 C 4.3188 -1.2732 -0.2401
65 H 1.7198 -5.6189 3.0079
66 C -2.2592 2.1764 1.9110
67 H 1.1994 6.9882 -0.7444
68 C -2.2331 1.5109 4.2567
69 H 6.4388 -0.9246 -0.1995
70 C 3.1814 -1.2073 1.9149
71 P -1.4718 1.9724 0.2565
72 C 1.9909 -2.2683 -1.9269
73 C -3.4930 -2.1226 4.2785
74 C 1.7451 -4.0398 1.5558
75 H -5.5337 -1.6000 4.7229
76 H -5.8170 1.9210 -3.5611
77 H -5.7748 -0.2788 2.5935
78 C 2.9331 -3.2735 -2.2178
79 C -2.4415 -2.0300 3.3802
80 C -3.2806 3.2130 -1.6446
81 C 1.1080 -3.4716 0.4417
82 C 0.2709 5.7204 0.7578
83 C -1.6307 1.5415 2.9975
84 H -5.0109 -0.1825 -2.4664
85 C -0.5626 -5.2292 0.5097

Atomic forces in eV per Å
C 0.48 -0.28 -0.19
H 0.12 0.14 -0.35
C 0.23 0.04 -0.08
C 0.06 -0.24 0.19
H -0.23 -0.15 0.40
C -0.28 -0.39 0.20
C 0.42 -0.63 -0.17
C 0.19 0.03 -0.07
C -0.18 -0.08 0.03
H 0.04 0.05 0.42
H 0.22 -0.17 0.24
C -0.20 0.13 0.26
H -0.08 0.20 -0.26
C -0.08 0.03 -0.11
C -0.24 -0.66 -0.72
H -0.20 0.36 -0.27
C 0.52 -0.34 -0.11
C -0.10 0.18 0.29
C -0.10 -0.04 0.13
Ga -1.50 -1.41 0.14
P 1.69 -1.38 -0.27
H -0.14 0.12 0.40
H 0.20 -0.36 0.37
C 0.91 0.25 -0.24
Cl 0.21 -0.23 0.06
H 0.08 -0.15 0.47
H -0.23 -0.06 0.00
H -0.47 -0.07 0.33
C -0.15 0.16 0.31
H -0.31 0.09 -0.11
H 0.04 0.27 0.16
H 0.07 0.55 0.23
H -0.24 0.25 -0.14
H 0.26 0.29 -0.01
C -0.12 -0.08 0.01
C 0.30 -0.01 0.28
C 0.13 0.11 0.09
H -0.21 0.24 0.05
H -0.09 -0.41 -0.30
H -0.19 0.19 0.19
H 0.34 0.12 0.14
H -0.13 -0.30 -0.07
C -0.06 -0.02 -0.06
C 0.41 -0.36 -0.10
C 0.27 0.05 0.85
C 0.25 -0.24 -0.12
C -0.22 -0.21 -0.26
H -0.51 -0.03 0.05
H 0.14 0.23 -0.23
H -0.05 -0.25 0.21
C 0.18 -0.09 -0.28
H 0.36 0.00 -0.10
H 0.13 -0.02 -0.39
C -0.17 -0.21 -0.06
H 0.36 -0.16 -0.28
C -0.32 0.39 0.26
H 0.01 0.41 -0.08
H 0.36 -0.31 -0.22
H 0.02 -0.08 -0.35
H -0.29 0.65 -0.10
C 0.17 0.79 0.48
C 0.16 0.07 0.14
C 0.31 -0.10 -0.24
C -0.23 -0.03 0.21
H -0.25 0.14 -0.25
C 0.26 -0.43 0.59
H -0.13 -0.52 0.12
C 0.20 0.10 0.05
H -0.30 0.02 0.26
C 0.26 0.21 -0.28
P -0.84 2.21 0.26
C -0.97 0.49 -0.72
C 0.07 0.27 0.14
C -0.11 0.10 -0.08
H 0.26 0.22 -0.25
H 0.41 0.02 0.29
H -0.09 -0.08 -0.02
C -0.17 0.11 -0.07
C -0.66 0.44 -1.02
C 0.16 0.01 0.19
C -0.35 -0.29 0.25
C -0.03 -0.03 -0.20
C -0.46 -0.13 -0.18
H 0.30 0.43 0.07
C 0.16 -0.11 -0.42

Need the Löwdin charges? In units of e they are:
1 C -0.0588
2 H 0.1081
3 C -0.0465
4 C -0.0433
5 H 0.1194
6 C -0.0437
7 C -0.0506
8 C -0.0448
9 C -0.0561
10 H 0.1062
11 H 0.1165
12 C -0.0406
13 H 0.1268
14 C -0.0578
15 C -0.3357
16 H 0.1243
17 C -0.3204
18 C -0.1128
19 C -0.0437
20 Ga 0.7080
21 P 1.0163
22 H 0.1228
23 H 0.1238
24 C -0.3642
25 Cl 0.7419
26 H 0.1219
27 H 0.0915
28 H 0.0903
29 C -0.0413
30 H 0.1211
31 H 0.1096
32 H 0.0839
33 H 0.0653
34 H 0.0717
35 C -0.0539
36 C -0.0421
37 C -0.0501
38 H 0.1221
39 H 0.1211
40 H 0.1111
41 H 0.1220
42 H 0.1131
43 C -0.1162
44 C -0.1014
45 C -0.2455
46 C -0.0644
47 C -0.0409
48 H 0.1076
49 H 0.0368
50 H 0.1161
51 C -0.0412
52 H 0.1052
53 H 0.1240
54 C -0.0636
55 H 0.0881
56 C -0.0653
57 H 0.1233
58 H 0.1234
59 H 0.1193
60 H -0.0084
61 C -0.3731
62 C -0.1153
63 C -0.0554
64 C -0.0653
65 H 0.1225
66 C -0.3709
67 H 0.1236
68 C -0.0537
69 H 0.1221
70 C -0.1173
71 P 1.0502
72 C -0.3738
73 C -0.0886
74 C -0.0752
75 H 0.1202
76 H 0.1241
77 H 0.1138
78 C -0.0778
79 C -0.6152
80 C -0.0661
81 C -0.3731
82 C -0.0499
83 C -0.1244
84 H 0.1218
85 C -0.0525

A single C4H5NO2 molecule. Source: the OMol25 dataset; level of theory: ωB97M-V with the def2-TZVPD basis set.

Summary:
Strongest force on any atom (eV Å⁻¹): 0.55
HOMO energy (eV): -8.93
2S+1: 1
Gap between HOMO and LUMO (eV): 9.4
LUMO (eV): 0.5

CARTESIAN COORDINATES (ANGSTROEM)
1 H 2.7332 1.3234 0.2039
2 C -0.9003 -0.8899 -0.3172
3 O 2.3879 0.7654 2.1314
4 H -0.3913 -1.6197 -0.9525
5 C -1.6939 0.1074 -1.1412
6 H -2.3220 -0.3085 -1.9515
7 H -1.5926 -1.4304 0.3441
8 H -0.2691 0.6032 0.9874
9 C 1.3854 -0.3438 0.2553
10 N 0.1089 -0.1665 0.4318
11 C 2.2068 0.6655 0.9330
12 O -1.6529 1.2938 -0.9243

Atomic forces in eV per Å
H -0.04 -0.01 0.15
C 0.05 -0.04 -0.03
O -0.04 -0.13 -0.47
H -0.10 0.11 0.05
C -0.03 0.33 0.07
H 0.01 0.00 0.09
H 0.08 0.10 -0.08
H 0.11 -0.02 -0.05
C -0.41 0.12 0.15
N 0.33 0.03 -0.07
C 0.12 0.03 0.36
O -0.08 -0.52 -0.17

Need the Löwdin charges? In units of e they are:
1 H 0.1119
2 C -0.1439
3 O 0.0187
4 H 0.1237
5 C -0.2251
6 H 0.1242
7 H 0.1334
8 H 0.1534
9 C 0.0032
10 N -0.0344
11 C -0.3246
12 O 0.0595

Among the records above, which one has the highest 2S+1? C27H23ClN7O5STc

Look up the strongest force on any atom of the first one. 0.52 eV Å⁻¹

The highest strongest force on any atom belongs to which entry? C43H38ClGaP2